Record 1
Formula: C5H12NO
Source: OMol25
Level of theory: wB97M-V/def2-TZVPD

```
19
Properties=species:S:1:pos:R:3:forces:R:3:mulliken_charge:R:1
N 0.791303 -2.303148 1.569437 0.449 -0.450 0.501 -0.33
C 1.151076 -1.432275 0.394227 -0.923 0.560 0.765 -0.21
C 0.670367 -0.194565 0.373303 1.382 -0.031 0.362 -0.33
C 1.101275 0.907217 -0.527509 -1.989 1.008 -0.098 -0.74
C -0.180505 1.700417 -1.161671 1.641 -0.017 1.519 -0.50
C -1.458442 0.817802 -1.083071 1.009 2.249 -0.520 -0.59
O -1.946079 0.729263 0.227273 -0.243 -0.712 0.638 -0.52
H 0.965021 -3.306190 1.395149 -0.208 0.454 -0.146 0.38
H -0.180420 -2.205932 1.873042 -0.093 0.085 -0.298 0.38
H 1.358680 -2.081013 2.404235 -0.080 0.059 -0.412 0.37
H 1.823350 -1.913130 -0.274989 0.298 -0.157 -0.465 0.40
H 0.096705 0.206148 1.187423 -0.578 -0.426 0.405 0.31
H 1.593561 0.555961 -1.389384 1.359 -0.503 -0.621 0.35
H 1.698131 1.586239 0.131631 -0.239 -0.449 -0.909 0.30
H 0.046377 1.914229 -2.205577 0.039 -0.108 -0.026 0.37
H -0.110126 2.692855 -0.629242 -1.182 -0.961 -0.537 0.28
H -1.138110 -0.154027 -1.442620 -0.395 -0.390 0.088 0.33
H -2.164002 1.254328 -1.793457 -0.312 -0.315 0.159 0.41
H -2.585479 1.409410 0.457798 0.064 0.104 -0.404 0.33
```
Forces are in eV/Å.

Properties
Molecular weight ... 102.16 g/mol
Energy above the lowest of the compared OMol25 structures with the same formula, charge and spin ... 1.494 eV
E ... -327.40470 Ha
Frontier orbital gap ... 9.93 eV
SMILES ... [NH3+]/C=C/CCCO
Charge ... +1
Strongest force on any atom ... 0.049 Eh/bohr
HOMO level ... -13.51 eV

Record 2
Formula: C5H12NO
Source: OMol25
Level of theory: wB97M-V/def2-TZVPD

```
19
Properties=species:S:1:pos:R:3:forces:R:3:mulliken_charge:R:1
C 2.978395 0.515136 -1.812752 0.810 -0.193 0.328 -1.16
C 1.571011 -0.045663 -1.869957 -0.446 0.391 -0.296 -0.25
C 0.759565 0.208195 -0.636938 0.453 -0.125 -0.663 -0.31
C -0.562415 0.290820 -0.650584 -0.036 1.145 0.818 -0.24
N -1.255072 0.347093 0.599092 -0.319 -1.303 -0.731 0.02
C -2.525092 0.351457 0.699976 -0.350 0.026 0.670 -0.10
H 3.686954 -0.072379 -2.391849 -0.168 -0.049 -0.285 0.33
H 3.056584 1.539126 -2.160776 -0.193 0.151 -0.028 0.31
H 3.401473 0.488707 -0.803768 -0.224 0.026 0.063 0.33
H 1.031643 0.377163 -2.724508 0.038 -0.119 -0.028 0.31
H 1.560182 -1.127734 -2.044683 0.172 0.054 0.168 0.28
H 1.327888 0.336096 0.276264 -0.162 -0.455 0.353 0.32
H -1.173864 0.565175 -1.496463 -0.045 -0.594 -0.259 0.33
H -0.771553 -0.070807 1.412350 0.056 0.677 0.236 0.37
H -3.197280 0.400219 -0.142509 0.214 0.384 -0.335 0.27
H -2.964268 0.237020 1.683510 0.123 -0.045 -0.020 0.21
H -1.422265 -1.187912 3.731296 0.047 0.154 0.031 0.32
H -0.685517 -2.176567 2.844186 -0.011 0.220 -0.102 0.30
O -1.021162 -1.267889 2.858333 0.043 -0.346 0.077 -0.65
```
Forces are in eV/Å.

Properties
Molecular weight ... 102.16 g/mol
Energy above the lowest of the compared OMol25 structures with the same formula, charge and spin ... 1.073 eV
E ... -327.42017 Ha
Frontier orbital gap ... 9.20 eV
Charge ... +1
Strongest force on any atom ... 0.030 Eh/bohr
HOMO level ... -13.96 eV

Record 3
Formula: C5H12NO
Source: OMol25
Level of theory: wB97M-V/def2-TZVPD

```
19
Properties=species:S:1:pos:R:3:forces:R:3:mulliken_charge:R:1
C 1.106363 1.614182 0.203125 -0.641 -0.511 -0.203 -1.53
C 0.066028 0.727963 -0.489690 0.037 -0.316 -0.322 0.27
C -1.350514 0.960292 0.075108 0.242 0.171 0.349 -1.39
C 0.441248 -0.763782 -0.414711 -0.050 -0.187 0.682 -0.18
N 0.341828 -1.235299 1.039772 0.410 -0.461 0.309 -0.36
C -0.474777 -1.668527 -1.243088 0.511 -0.204 0.377 -0.16
O -1.504317 -2.074518 -0.787552 -0.039 -0.106 -0.070 -0.42
H 0.775930 2.643377 0.141572 0.007 0.199 0.106 0.42
H 1.149398 1.326221 1.257133 0.292 0.258 0.059 0.36
H 2.070584 1.536781 -0.274867 0.409 -0.071 0.046 0.40
H 0.072980 0.916715 -1.566867 -0.020 0.279 0.054 0.45
H -2.020675 1.337668 -0.685807 -0.205 -0.076 -0.076 0.32
H -1.792919 0.072780 0.525696 -0.202 -0.130 -0.282 0.38
H -1.326482 1.697760 0.878240 0.078 0.145 -0.100 0.43
H 1.477796 -0.980547 -0.666890 0.052 0.312 -0.317 0.58
H -0.128148 -0.577525 1.664480 -0.157 0.103 -0.191 0.33
H 1.277055 -1.394259 1.419920 -0.012 0.191 0.012 0.36
H -0.137064 -2.137705 1.126185 -0.330 0.144 -0.197 0.34
H -0.044309 -2.001572 -2.201768 -0.385 0.259 -0.236 0.39
```
Forces are in eV/Å.

Properties
Molecular weight ... 102.16 g/mol
Energy above the lowest of the compared OMol25 structures with the same formula, charge and spin ... 0.595 eV
E ... -327.43771 Ha
Frontier orbital gap ... 11.01 eV
SMILES ... CC(C)[C@@H]([NH3+])C=O
Charge ... +1
Strongest force on any atom ... 0.016 Eh/bohr
HOMO level ... -14.80 eV

Record 4
Formula: C5H12NO
Source: OMol25
Level of theory: wB97M-V/def2-TZVPD

```
19
Properties=species:S:1:pos:R:3:forces:R:3:mulliken_charge:R:1
C -0.089345 -1.074527 -1.351772 0.170 -0.069 -0.029 -1.04
C -0.739598 0.196364 -0.813457 -0.162 0.281 0.052 -0.59
C 0.210087 1.312714 -0.510691 0.328 -0.268 0.531 0.63
C 0.156965 2.587606 -0.845829 -0.128 -0.213 -0.650 -0.89
C 1.178402 0.106382 1.357753 -0.044 -1.248 -0.145 -0.24
N 1.299698 0.908737 0.383383 -0.018 0.544 0.308 0.08
H 0.674523 -0.895700 -2.113211 -0.009 0.182 0.177 0.37
H -0.830399 -1.704331 -1.825092 -0.252 -0.136 0.047 0.34
H 0.334747 -1.652633 -0.527708 0.079 -0.070 -0.210 0.27
H -1.266478 -0.042357 0.116853 -0.122 -0.047 -0.092 0.20
H -1.502944 0.605816 -1.471254 0.039 -0.058 -0.166 0.41
H -0.608329 2.892527 -1.549897 -0.005 0.145 0.205 0.26
H 0.869826 3.324252 -0.515218 0.130 0.080 0.059 0.30
H 2.041841 -0.229225 1.919552 0.112 0.458 0.107 0.28
H 0.241090 -0.413474 1.541696 -0.070 0.177 0.001 0.28
H 2.214824 1.334695 0.254695 -0.078 0.089 -0.227 0.32
H -1.028351 -3.007103 2.368563 -0.103 0.072 -0.143 0.31
H -1.977360 -1.887176 1.917539 -0.123 -0.203 0.065 0.32
O -1.179200 -2.362566 1.664096 0.254 0.283 0.110 -0.62
```
Forces are in eV/Å.

Properties
Molecular weight ... 102.16 g/mol
Energy above the lowest of the compared OMol25 structures with the same formula, charge and spin ... 1.125 eV
E ... -327.41825 Ha
Frontier orbital gap ... 9.53 eV
Charge ... +1
Strongest force on any atom ... 0.024 Eh/bohr
HOMO level ... -14.53 eV

Record 5
Formula: C5H12NO
Source: OMol25
Level of theory: wB97M-V/def2-TZVPD

```
19
Properties=species:S:1:pos:R:3:forces:R:3:mulliken_charge:R:1
C -2.605649 0.299806 -0.742226 -1.034 1.443 0.108 -1.09
C -1.858289 -0.744381 -0.028116 -1.161 -2.646 1.227 -0.56
C -0.633348 -0.433037 0.809284 0.529 -1.348 0.689 -0.63
C 0.443209 0.464410 0.188193 -1.747 1.002 -2.641 -0.18
N 1.358390 0.996022 1.156722 4.553 -0.354 2.221 -0.31
C 1.250287 -0.231826 -0.950792 0.247 -1.104 0.958 0.03
O 2.401563 -0.582092 -0.775985 -1.471 0.910 -0.239 -0.46
H -2.890151 1.108982 -0.001884 0.534 -0.480 -0.963 0.27
H -1.908590 0.667647 -1.508249 -1.065 0.482 -0.410 0.29
H -3.623020 -0.086715 -1.083318 1.688 0.483 -0.168 0.35
H -2.592593 -1.078312 0.750731 0.722 -0.442 -0.594 0.31
H -1.633788 -1.652278 -0.652022 -0.359 0.931 0.284 0.35
H -0.192339 -1.460286 0.921889 -0.098 0.981 0.647 0.26
H -1.017442 -0.074396 1.807606 0.903 0.047 -0.886 0.44
H -0.125827 1.307318 -0.313601 0.845 -0.556 0.645 0.32
H 1.647727 1.990623 1.115469 -0.577 -0.427 -0.569 0.38
H 2.399493 0.466029 1.131930 -3.159 0.995 -0.395 0.48
H 1.016634 0.877287 2.118578 0.002 -0.159 -0.210 0.37
H 0.621402 -0.511157 -1.834359 0.646 0.242 0.297 0.39
```
Forces are in eV/Å.

Properties
Molecular weight ... 102.16 g/mol
Energy above the lowest of the compared OMol25 structures with the same formula, charge and spin ... 1.468 eV
E ... -327.40562 Ha
Frontier orbital gap ... 11.18 eV
SMILES ... CCC[C@@H]([NH3+])C=O
Charge ... +1
Strongest force on any atom ... 0.099 Eh/bohr
HOMO level ... -14.94 eV

Record 6
Formula: C5H12NO
Source: OMol25
Level of theory: wB97M-V/def2-TZVPD

```
19
Properties=species:S:1:pos:R:3:forces:R:3:mulliken_charge:R:1
C 2.219571 0.813473 1.215827 2.776 0.231 -0.666 -0.73
C 2.315769 0.170920 0.037639 1.514 1.537 1.418 -0.17
C 1.153341 -0.087312 -0.828299 -2.437 -3.217 4.046 -0.52
C -0.420054 -0.323194 -0.003741 3.039 -4.606 0.229 -0.55
N -1.117184 -1.194119 -1.118614 -1.377 0.162 2.429 -0.35
C -1.480205 0.619291 0.548115 0.111 -1.020 -2.401 -0.43
O -2.825826 0.016253 0.343800 -0.089 3.669 3.567 -0.59
H 3.153841 1.241508 1.697919 -1.213 -0.910 -0.560 0.23
H 1.333296 1.103037 1.716956 -1.032 -0.082 0.238 0.18
H 3.360013 0.092129 -0.434446 -1.782 -0.208 0.667 0.29
H 1.260746 -1.105645 -1.242849 -0.143 1.055 -0.919 0.42
H 0.972420 0.786587 -1.288804 -0.459 2.418 -3.196 0.48
H -0.081540 -1.161301 0.739090 -0.961 1.763 -0.796 0.42
H -2.159859 -1.315896 -0.768559 2.158 0.382 -1.120 0.43
H -0.646546 -2.143270 -1.136574 -0.674 1.686 -0.798 0.37
H -1.042093 -0.533151 -1.902398 -0.313 -1.347 -0.566 0.35
H -1.208549 0.855757 1.543037 -0.213 0.248 1.114 0.41
H -1.408515 1.462774 -0.100981 -0.311 1.231 -0.087 0.38
H -3.378629 0.702160 0.982882 1.405 -2.994 -2.596 0.37
```
Forces are in eV/Å.

Properties
Molecular weight ... 102.16 g/mol
Energy above the lowest of the compared OMol25 structures with the same formula, charge and spin ... 3.424 eV
E ... -327.33374 Ha
Frontier orbital gap ... 10.04 eV
SMILES ... C=CC[C@H]([NH3+])CO
Charge ... +1
Strongest force on any atom ... 0.111 Eh/bohr
HOMO level ... -13.50 eV